# C33H59BrNO5

A 2-piece molecular cluster, C33H59BrNO5 overall at a distorted geometry (the ωB97M-V functional and the def2-TZVPD basis, the OMol25 dataset).

- Kohn-Sham gap (eV) = 8.280
- total charge = +1
- HOMO energy (eV) = -12.1
- LUMO level (eV) = -3.9
- E (a.u.) = -4297.44575

Bonds (Å) are listed after each position.
Positions of all 99 atoms, in Å:
1 C -4.546 -0.566 -1.222  C2 1.527, H35 1.085, H36 1.084, H37 1.089
2 C -4.118 0.773 -0.627  C1 1.527, C3 1.556, H38 1.085, H39 1.085
3 C -2.882 1.437 -1.301  C2 1.556, C4 1.526, H40 1.089, H41 1.088
4 C -2.329 0.745 -2.543  C3 1.526, C5 1.535, H42 1.086, H43 1.088
5 C -1.169 1.550 -3.144  C4 1.535, C6 1.545, H44 1.091, H45 1.085
6 C -0.396 0.756 -4.220  C5 1.545, C7 1.525, H46 1.086, H47 1.087
7 C 1.097 0.659 -3.922  C6 1.525, C8 1.538, H48 1.089, H49 1.088
8 C 1.440 -0.394 -2.855  C7 1.538, C9 1.556, H50 1.086, H51 1.081
9 C 2.898 -0.899 -3.054  C8 1.556, C10 1.514, H52 1.078, H53 1.088
10 C 3.732 -1.043 -1.799  C9 1.514, C11 1.394, C32 1.410
11 C 4.131 0.112 -1.127  C10 1.394, C12 1.503, C19 1.400
12 C 3.704 1.468 -1.615  C11 1.503, O13 1.171, O14 1.350
13 O 4.281 2.058 -2.447  C12 1.171
14 O 2.578 1.968 -1.063  C12 1.350, O15 1.442
15 O 2.308 1.255 0.160  O14 1.442, C16 1.435
16 C 0.980 1.594 0.585  O15 1.435, C17 1.521, H54 1.083, H55 1.087
17 C 0.465 0.391 1.361  C16 1.521, C18 1.533, H56 1.092, H57 1.082
18 C -0.339 -0.619 0.534  C17 1.533, H58 1.085, H59 1.086, H60 1.086
19 C 4.958 0.047 0.000  C11 1.400, C20 1.501, C25 1.392
20 C 5.403 1.329 0.640  C19 1.501, O21 1.426, H61 1.088, H62 1.084
21 O 6.565 1.746 -0.074  C20 1.426, C22 1.380
22 C 7.242 2.770 0.556  O21 1.380, C23 1.492, O24 1.180
23 C 8.237 2.368 1.592  C22 1.492, H63 1.079, H64 1.086, H65 1.087
24 O 7.041 3.891 0.250  C22 1.180
25 C 5.335 -1.215 0.449  C19 1.392, Br26 1.884, N27 1.360
26 Br 6.464 -1.355 1.952  C25 1.884
27 N 4.943 -2.349 -0.191  C25 1.360, C28 1.475, C32 1.364
28 C 5.383 -3.649 0.349  N27 1.475, C29 1.555, H66 1.073, H67 1.083
29 C 4.599 -4.130 1.603  C28 1.555, C30 1.540, C31 1.539, H68 1.082
30 C 4.139 -5.577 1.349  C29 1.540, H69 1.086, H70 1.087, H71 1.087
31 C 3.352 -3.289 1.927  C29 1.539, H72 1.083, H73 1.086, H74 1.088
32 C 4.153 -2.293 -1.302  C10 1.410, N27 1.364, C33 1.499
33 C 3.694 -3.551 -1.976  C32 1.499, C34 1.554, H75 1.077, H76 1.083
34 C 2.171 -3.793 -1.789  C33 1.554, H77 1.082, H78 1.082, H79 1.085
35 H -3.723 -1.268 -1.308  C1 1.085
36 H -5.052 -0.443 -2.172  C1 1.084
37 H -5.263 -1.017 -0.539  C1 1.089
38 H -4.956 1.448 -0.762  C2 1.085
39 H -3.896 0.644 0.427  C2 1.085
40 H -2.069 1.541 -0.584  C3 1.089
41 H -3.149 2.447 -1.604  C3 1.088
42 H -3.111 0.660 -3.292  C4 1.086
43 H -1.947 -0.247 -2.312  C4 1.088
44 H -0.474 1.788 -2.337  C5 1.091
45 H -1.553 2.484 -3.541  C5 1.085
46 H -0.826 -0.230 -4.370  C6 1.086
47 H -0.488 1.292 -5.162  C6 1.087
48 H 1.609 0.364 -4.837  C7 1.089
49 H 1.470 1.640 -3.638  C7 1.088
50 H 0.778 -1.231 -3.058  C8 1.086
51 H 1.269 -0.020 -1.856  C8 1.081
52 H 2.843 -1.820 -3.612  C9 1.078
53 H 3.422 -0.182 -3.684  C9 1.088
54 H 0.356 1.850 -0.263  C16 1.083
55 H 1.052 2.442 1.262  C16 1.087
56 H 1.360 -0.122 1.720  C17 1.092
57 H -0.065 0.710 2.249  C17 1.082
58 H -0.819 -0.155 -0.321  C18 1.085
59 H 0.267 -1.451 0.189  C18 1.086
60 H -1.122 -1.044 1.154  C18 1.086
61 H 4.637 2.094 0.535  C20 1.088
62 H 5.597 1.214 1.701  C20 1.084
63 H 8.858 3.219 1.829  C23 1.079
64 H 7.736 2.006 2.485  C23 1.086
65 H 8.875 1.581 1.198  C23 1.087
66 H 5.334 -4.422 -0.393  C28 1.073
67 H 6.431 -3.548 0.604  C28 1.083
68 H 5.241 -4.152 2.474  C29 1.082
69 H 3.992 -6.097 2.292  C30 1.086
70 H 4.862 -6.148 0.774  C30 1.087
71 H 3.182 -5.592 0.834  C30 1.087
72 H 2.669 -3.896 2.509  C31 1.083
73 H 2.859 -2.890 1.046  C31 1.086
74 H 3.620 -2.458 2.576  C31 1.088
75 H 4.257 -4.428 -1.705  C33 1.077
76 H 3.874 -3.409 -3.034  C33 1.083
77 H 1.986 -4.701 -1.231  C34 1.082
78 H 1.694 -3.862 -2.758  C34 1.082
79 H 1.725 -2.938 -1.292  C34 1.085
80 C -8.734 1.596 4.933  C81 1.526, H86 1.091, H87 1.091, H88 1.092
81 C -9.127 2.513 3.778  C80 1.526, C82 1.528, H89 1.093, H90 1.093
82 C -8.983 1.858 2.405  C81 1.528, C83 1.529, H91 1.093, H92 1.094
83 C -7.559 1.437 2.039  C82 1.529, C84 1.527, H93 1.095, H94 1.094
84 C -6.529 2.564 2.061  C83 1.527, C85 1.526, H95 1.094, H96 1.093
85 C -6.824 3.677 1.059  C84 1.526, H97 1.092, H98 1.091, H99 1.090
86 H -7.682 1.313 4.885  C80 1.091
87 H -8.895 2.093 5.891  C80 1.091
88 H -9.333 0.684 4.926  C80 1.092
89 H -8.536 3.432 3.822  C81 1.093
90 H -10.169 2.815 3.907  C81 1.093
91 H -9.369 2.541 1.644  C82 1.093
92 H -9.626 0.973 2.365  C82 1.094
93 H -7.576 0.992 1.039  C83 1.095
94 H -7.228 0.642 2.714  C83 1.094
95 H -5.547 2.139 1.832  C84 1.094
96 H -6.450 2.989 3.065  C84 1.093
97 H -6.878 3.281 0.042  C85 1.092
98 H -6.039 4.435 1.081  C85 1.091
99 H -7.767 4.179 1.278  C85 1.090

=====

# C3H6N2S

One molecule with the formula C3H6N2S at a distorted geometry (the ωB97M-V functional and the def2-TZVPD basis, the OMol25 dataset).

- Kohn-Sham gap (eV) = 8.570
- HOMO energy (eV) = -8.7
- structure (SMILES) = [H]/N=C\N(C)C=S
- LUMO level (eV) = -0.1
- E (a.u.) = -625.53443

Bonds (Å) are listed after each position.
Positions of all 12 atoms, in Å:
1 H 1.815 1.835 -0.018  N2 0.951
2 N 0.951 2.231 0.022  H1 0.951, C3 1.256
3 C 0.017 1.396 -0.058  N2 1.256, N4 1.456, H8 1.131
4 N -0.023 -0.059 -0.080  C3 1.456, C5 1.439, C6 1.343
5 C -1.255 -0.785 0.079  N4 1.439, H9 1.276, H10 1.147, H11 1.175
6 C 1.057 -0.857 -0.107  N4 1.343, S7 1.706, H12 1.184
7 S 2.672 -0.328 0.045  C6 1.706
8 H -1.091 1.615 -0.123  C3 1.131
9 H -2.182 -0.100 0.629  C5 1.276
10 H -1.060 -1.645 0.812  C5 1.147
11 H -1.638 -1.323 -0.892  C5 1.175
12 H 0.736 -1.979 -0.310  C6 1.184

=====

# C36H69BrCl26F3NO2

A 14-piece molecular cluster, C36H69BrCl26F3NO2 overall at a distorted geometry (the ωB97M-V functional and the def2-TZVPD basis, the OMol25 dataset).

- Kohn-Sham gap (eV) = 7.516
- HOMO energy (eV) = -7.3
- LUMO level (eV) = 0.2
- E (a.u.) = -16456.79356

Bonds (Å) are listed after each position.
Positions of all 138 atoms, in Å:
1 O 0.257 5.427 0.933  C2 1.426, H18 0.962
2 C -0.894 4.858 0.313  O1 1.426, C3 1.522, H19 1.093, H20 1.084
3 C -0.561 4.048 -0.933  C2 1.522, C4 1.540, H21 1.093, H22 1.093
4 C -0.117 2.602 -0.648  C3 1.540, C5 1.541, H23 1.090, H24 1.082
5 C 1.365 2.551 -0.232  C4 1.541, O6 1.416, H25 1.087, H26 1.088
6 O 2.247 2.089 -1.240  C5 1.416, C7 1.366
7 C 2.478 3.018 -2.214  O6 1.366, Br8 1.989, C9 1.535, H27 1.088
8 Br 3.535 4.571 -1.560  C7 1.989
9 C 3.332 2.312 -3.276  C7 1.535, N10 1.445, H28 1.088, H29 1.087
10 N 3.738 3.142 -4.388  C9 1.445, C11 1.452, H30 1.008
11 C 2.674 4.005 -4.868  N10 1.452, C12 1.534, H31 1.089, H32 1.095
12 C 1.401 3.227 -5.227  C11 1.534, C13 1.503, H33 1.095, H34 1.091
13 C 0.442 4.217 -5.826  C12 1.503, F14 1.351, C15 1.364
14 F 0.300 4.237 -7.169  C13 1.351
15 C -0.301 5.117 -5.119  C13 1.364, F16 1.287, F17 1.295
16 F -1.566 5.036 -4.899  C15 1.287
17 F 0.235 6.184 -4.619  C15 1.295
18 H 0.772 5.875 0.256  O1 0.962
19 H -1.532 5.695 0.018  C2 1.093
20 H -1.392 4.255 1.063  C2 1.084
21 H -1.474 3.988 -1.530  C3 1.093
22 H 0.161 4.592 -1.547  C3 1.093
23 H -0.693 2.255 0.211  C4 1.090
24 H -0.359 1.931 -1.462  C4 1.082
25 H 1.451 1.836 0.581  C5 1.087
26 H 1.651 3.509 0.197  C5 1.088
27 H 1.514 3.349 -2.594  C7 1.088
28 H 4.240 2.018 -2.755  C9 1.088
29 H 2.867 1.383 -3.597  C9 1.087
30 H 4.534 3.714 -4.152  N10 1.008
31 H 3.024 4.451 -5.798  C11 1.089
32 H 2.433 4.844 -4.206  C11 1.095
33 H 0.984 2.697 -4.365  C12 1.095
34 H 1.573 2.500 -6.021  C12 1.091
35 Cl -3.222 0.710 -1.024  C36 1.784
36 C -3.698 1.881 -2.283  Cl35 1.784, C37 1.505, H39 1.087, H40 1.088
37 C -2.808 1.799 -3.495  C36 1.505, Cl38 1.781, H41 1.089, H42 1.084
38 Cl -1.157 2.371 -3.151  C37 1.781
39 H -3.682 2.875 -1.842  C36 1.087
40 H -4.722 1.646 -2.566  C36 1.088
41 H -3.204 2.434 -4.287  C37 1.089
42 H -2.740 0.785 -3.872  C37 1.084
43 Cl -4.947 0.105 -5.204  C44 1.783
44 C -5.350 -1.554 -4.687  Cl43 1.783, C45 1.508, H47 1.087, H48 1.089
45 C -4.375 -2.075 -3.661  C44 1.508, Cl46 1.781, H49 1.089, H50 1.088
46 Cl -2.756 -2.345 -4.352  C45 1.781
47 H -5.376 -2.183 -5.572  C44 1.087
48 H -6.351 -1.520 -4.260  C44 1.089
49 H -4.723 -3.033 -3.278  C45 1.089
50 H -4.271 -1.388 -2.822  C45 1.088
51 Cl 0.157 -0.686 -1.263  C52 1.782
52 C 1.225 -1.481 -0.079  Cl51 1.782, C53 1.504, H55 1.088, H56 1.088
53 C 0.480 -2.468 0.778  C52 1.504, Cl54 1.787, H57 1.090, H58 1.097
54 Cl -0.664 -1.658 1.886  C53 1.787
55 H 1.698 -0.706 0.521  C52 1.088
56 H 1.999 -1.995 -0.644  C52 1.088
57 H 1.181 -3.024 1.400  C53 1.090
58 H -0.084 -3.186 0.169  C53 1.097
59 Cl 3.216 1.127 -6.991  C60 1.785
60 C 3.028 0.172 -8.487  Cl59 1.785, C61 1.508, H63 1.086, H64 1.088
61 C 1.580 0.002 -8.870  C60 1.508, Cl62 1.783, H65 1.089, H66 1.088
62 Cl 0.699 -1.045 -7.726  C61 1.783
63 H 3.518 -0.785 -8.338  C60 1.086
64 H 3.557 0.708 -9.272  C60 1.088
65 H 1.513 -0.472 -9.849  C61 1.089
66 H 1.063 0.958 -8.917  C61 1.088
67 Cl 0.275 -4.482 4.490  C68 1.787
68 C -1.148 -3.585 5.094  Cl67 1.787, C69 1.506, H71 1.086, H72 1.086
69 C -0.972 -3.126 6.517  C68 1.506, Cl70 1.787, H73 1.088, H74 1.087
70 Cl -0.960 -4.489 7.673  C69 1.787
71 H -2.018 -4.227 4.987  C68 1.086
72 H -1.277 -2.725 4.444  C68 1.086
73 H -1.802 -2.481 6.798  C69 1.088
74 H -0.047 -2.570 6.646  C69 1.087
75 Cl 3.997 9.999 -0.370  C76 1.784
76 C 3.921 9.098 -1.908  Cl75 1.784, C77 1.506, H79 1.087, H80 1.089
77 C 2.507 8.939 -2.403  C76 1.506, Cl78 1.780, H81 1.089, H82 1.087
78 Cl 1.554 7.852 -1.364  C77 1.780
79 H 4.401 8.134 -1.757  C76 1.087
80 H 4.504 9.662 -2.634  C76 1.089
81 H 2.515 8.498 -3.399  C77 1.089
82 H 1.991 9.894 -2.455  C77 1.087
83 Cl -4.724 -4.115 5.982  C84 1.786
84 C -4.983 -4.385 7.728  Cl83 1.786, C85 1.506, H87 1.088, H88 1.088
85 C -5.861 -3.331 8.349  C84 1.506, Cl86 1.784, H89 1.089, H90 1.087
86 Cl -5.061 -1.738 8.409  C85 1.784
87 H -4.007 -4.426 8.206  C84 1.088
88 H -5.453 -5.362 7.828  C84 1.088
89 H -6.092 -3.608 9.376  C85 1.089
90 H -6.796 -3.218 7.805  C85 1.087
91 Cl 2.638 -4.745 -1.529  C92 1.782
92 C 1.588 -6.174 -1.351  Cl91 1.782, C93 1.507, H95 1.087, H96 1.089
93 C 0.211 -5.944 -1.919  C92 1.507, Cl94 1.784, H97 1.089, H98 1.087
94 Cl -0.720 -4.759 -0.964  C93 1.784
95 H 1.546 -6.429 -0.295  C92 1.087
96 H 2.072 -6.991 -1.883  C92 1.089
97 H -0.351 -6.876 -1.904  C93 1.089
98 H 0.255 -5.587 -2.944  C93 1.087
99 Cl 8.721 9.993 3.295  C100 1.783
100 C 7.263 10.344 2.331  Cl99 1.783, C101 1.506, H103 1.087, H104 1.089
101 C 7.486 10.125 0.857  C100 1.506, Cl102 1.784, H105 1.088, H106 1.087
102 Cl 8.607 11.324 0.158  C101 1.784
103 H 6.961 11.368 2.539  C100 1.087
104 H 6.480 9.676 2.685  C100 1.089
105 H 6.541 10.227 0.326  C101 1.088
106 H 7.887 9.134 0.659  C101 1.087
107 Cl 4.950 -1.687 -9.814  C108 1.784
108 C 6.684 -1.798 -9.408  Cl107 1.784, C109 1.506, H111 1.087, H112 1.089
109 C 6.899 -2.256 -7.990  C108 1.506, Cl110 1.780, H113 1.089, H114 1.087
110 Cl 6.372 -1.032 -6.809  C109 1.780
111 H 7.133 -0.824 -9.587  C108 1.087
112 H 7.129 -2.511 -10.099  C108 1.089
113 H 7.960 -2.432 -7.818  C109 1.089
114 H 6.361 -3.178 -7.783  C109 1.087
115 Cl -1.355 -9.675 5.349  C116 1.783
116 C -1.289 -8.991 6.994  Cl115 1.783, C117 1.506, H119 1.087, H120 1.089
117 C -2.659 -8.657 7.526  C116 1.506, Cl118 1.782, H121 1.090, H122 1.088
118 Cl -3.400 -7.290 6.657  C117 1.782
119 H -0.649 -8.112 6.968  C116 1.087
120 H -0.822 -9.740 7.631  C116 1.089
121 H -2.586 -8.364 8.574  C117 1.090
122 H -3.333 -9.507 7.456  C117 1.088
123 Cl -4.779 1.667 3.570  C124 1.783
124 C -5.411 0.031 3.891  Cl123 1.783, C125 1.507, H127 1.087, H128 1.089
125 C -4.670 -0.660 5.006  C124 1.507, Cl126 1.783, H129 1.087, H130 1.086
126 Cl -2.996 -1.065 4.547  C125 1.783
127 H -5.356 -0.537 2.965  C124 1.087
128 H -6.459 0.144 4.163  C124 1.089
129 H -5.164 -1.595 5.254  C125 1.087
130 H -4.634 -0.047 5.902  C125 1.086
131 Cl -4.707 -7.104 10.612  C132 1.782
132 C -5.319 -8.749 10.918  Cl131 1.782, C133 1.506, H135 1.087, H136 1.089
133 C -4.562 -9.440 12.021  C132 1.506, Cl134 1.782, H137 1.089, H138 1.087
134 Cl -2.885 -9.817 11.546  C133 1.782
135 H -5.263 -9.307 9.986  C132 1.087
136 H -6.368 -8.650 11.194  C132 1.089
137 H -5.044 -10.385 12.261  C133 1.089
138 H -4.528 -8.833 12.922  C133 1.087